(1)
Formula: C77H88N7OP4Sr
Source: the OMol25 dataset
Level of theory: ωB97M-V/def2-TZVPD

Properties
- Energy relative to the best compared isomer or geometry (same formula, charge and spin): 27.7 kcal per mole
- Highest occupied orbital energy: -7.589 eV
- LUMO: -0.078 Ha
- Net charge: +1
- Kohn-Sham gap: 5.47 eV

Each line ends with the Löwdin charge.
Cartesian coordinates (Å):
1 H -1.38807 -0.66034 -3.86867  0.02
2 C -1.27212 -3.48770 -0.60478  -0.33
3 C -4.27676 2.63875 4.14240  -0.07
4 H 4.39785 2.69734 2.20588  0.09
5 H -0.51610 2.72797 4.93222  0.12
6 H 5.07694 -3.11933 -5.48634  0.11
7 C 3.53144 -0.34292 2.81958  -0.09
8 H -1.78416 -7.62460 0.85320  0.08
9 H 1.44235 1.63992 -4.13629  0.04
10 H -2.79511 -1.98796 -2.39363  0.04
11 H -0.02414 7.61351 4.72679  0.11
12 N 2.18167 -0.52558 1.03354  0.02
13 C -5.78371 1.73107 0.29037  -0.10
14 C -2.42731 -4.85118 1.51027  -0.06
15 H 0.58868 5.79869 0.59711  0.11
16 C 4.09436 -1.71976 -4.20657  -0.02
17 H -4.81376 -2.93623 0.98024  0.06
18 H -5.93124 2.80739 0.18596  0.08
19 H 4.42733 -5.44443 3.02823  0.10
20 H -2.80083 -1.27614 -4.76030  0.08
21 N -0.23576 1.73330 1.60517  0.07
22 C 1.76395 -1.33062 -4.66044  -0.07
23 H 7.55650 0.15663 5.00550  0.11
24 H -0.56212 5.25732 -3.72354  0.06
25 N 0.39392 3.80808 1.13491  -0.04
26 C -5.02931 -0.61781 4.90682  -0.05
27 H -5.50134 -0.41017 2.25756  0.11
28 H 4.70658 -3.01398 2.85514  0.11
29 H -2.18469 -4.32498 -4.28078  0.06
30 H -0.08089 -4.56301 -4.55513  0.06
31 C -2.17492 -0.85625 1.69292  -0.38
32 H 4.02987 2.09888 3.83261  0.10
33 H -5.17302 -1.64196 5.25529  0.08
34 C 2.90083 -1.06881 -3.90361  -0.19
35 H -2.88259 -5.36664 2.34578  0.12
36 C -1.75672 -0.85897 3.02619  -0.05
37 C -3.52982 -0.58268 1.41339  -0.29
38 H 0.87811 5.30408 -2.70384  0.05
39 H -3.06491 4.98014 1.86415  0.12
40 C 2.40615 1.31735 -1.29383  -0.56
41 H -4.66989 -0.02505 5.74617  0.07
42 H 2.15930 3.24624 -3.87328  0.06
43 C -4.61727 1.28916 -0.58787  -0.53
44 C -2.78424 -3.80222 -3.54209  -0.10
45 H -4.95996 1.27637 -1.62990  0.09
46 H 4.60857 3.52506 -2.53721  0.10
47 Sr 0.47889 0.39184 -0.22844  1.44
48 C 3.80286 1.06062 -2.98673  -0.13
49 C -1.86926 -1.55435 -4.26906  -0.13
50 P 2.19255 2.18383 0.24008  1.09
51 H 6.81673 -1.22436 6.90949  0.11
52 H 5.15497 1.50420 -7.36118  0.11
53 H -6.22585 -1.04069 0.23698  0.09
54 C 6.55922 -0.25992 5.01961  -0.07
55 H 1.11873 -4.87267 -0.91137  0.06
56 C -2.13002 -2.49910 -3.10170  -0.55
57 C -0.12326 4.88286 -2.80280  -0.15
58 C 3.60164 -4.83442 2.68964  -0.07
59 C -2.40128 5.56256 2.48739  -0.01
60 C 6.05425 1.89351 -3.64137  -0.05
61 C -5.49538 -1.46547 -0.45883  -0.56
62 H -3.89078 7.00181 3.00683  0.11
63 H -0.73139 5.20513 -1.95768  0.06
64 C 1.23748 2.70870 -4.09315  -0.13
65 C 4.86382 -1.57654 6.09404  -0.06
66 H 1.79568 -3.23823 -0.93894  0.06
67 C 4.49004 1.25918 -5.35025  -0.02
68 H 2.11883 4.99698 1.00205  0.10
69 H -0.28176 -5.63810 -3.16969  0.06
70 C 6.96208 2.27884 -4.61254  -0.07
71 C -6.06560 -1.43442 -1.87481  -0.12
72 H 3.52908 0.85859 -5.63978  0.12
73 C 1.14144 4.86352 0.52416  -0.04
74 C -2.16060 -3.50361 1.61238  -0.03
75 H -3.64971 3.16947 -1.08626  0.08
76 C 3.64261 2.19565 2.82100  -0.03
77 C -1.57421 2.68302 4.71088  -0.03
78 C 2.82205 -1.22360 2.02412  -0.14
79 C -0.22477 5.91501 3.44360  -0.03
80 C -1.07910 5.15830 2.64581  -0.17
81 C -2.49646 2.90447 5.71859  -0.06
82 H 3.00992 -1.77178 5.02684  0.13
83 H 6.33580 1.95349 -2.59763  0.12
84 C 4.41714 -0.56669 3.95866  -0.19
85 H 3.20450 3.91641 -1.53885  0.07
86 C -2.86222 6.69591 3.13215  -0.06
87 H -0.70947 -1.06015 3.22280  0.12
88 C 0.57450 2.47315 0.88733  -0.61
89 H -2.15316 3.11067 6.72210  0.11
90 H -1.21866 -2.01680 -5.00960  0.06
91 C -3.35396 2.40076 3.13966  -0.05
92 C 2.70377 -2.67476 2.13685  -0.16
93 H -6.06092 -3.52615 -0.12695  0.08
94 H -3.69123 2.18463 2.14187  0.07
95 C 2.39304 -5.42215 2.34775  -0.07
96 H 0.83662 -0.83923 -4.39709  0.09
97 C 2.47738 0.73170 1.21931  -0.51
98 H -4.39098 -3.30920 -0.67921  0.07
99 C -1.53460 -4.85539 -0.67535  -0.09
100 H 1.30198 4.63058 -0.53021  0.04
101 C -2.12942 -5.56440 0.35417  -0.30
102 N 3.47913 1.88889 -1.94460  -0.05
103 C -2.67223 -0.72087 4.05339  -0.05
104 C -5.17454 -2.89781 -0.04423  -0.11
105 C 3.02086 -2.85302 -6.02947  -0.07
106 C 1.34522 -4.63770 1.89116  -0.06
107 H 1.29917 -5.43200 -3.90491  0.08
108 H 2.74687 2.82659 2.85759  0.09
109 H 6.04343 0.55139 3.10953  0.12
110 H -1.52285 2.37693 -4.60390  0.06
111 C 3.75867 -3.46313 2.59384  -0.04
112 H -5.33216 2.63454 3.90901  0.11
113 H -6.70953 1.24090 -0.00294  0.07
114 H 2.55118 -4.54388 -1.89369  0.08
115 H -1.77160 1.42338 -3.10681  0.04
116 H 0.94437 -2.40563 -6.31467  0.11
117 C 4.14908 -2.61536 -5.25909  -0.06
118 H 0.40000 -5.08567 1.62107  0.10
119 C 4.01542 3.19632 -1.68539  -0.05
120 C 2.90953 0.01156 -2.91720  -0.17
121 C -2.01370 7.43008 3.94516  -0.07
122 P -0.02828 3.05945 -2.83405  0.64
123 C -3.44911 2.27244 -0.49917  -0.14
124 N 3.30065 0.90395 2.29282  -0.04
125 C 1.83045 -2.21371 -5.72690  -0.08
126 H 7.34745 2.44216 -6.71315  0.11
127 C 6.63788 2.14967 -5.95317  -0.07
128 C -4.44293 -0.49846 2.46007  -0.07
129 H -2.37588 -7.37130 -0.78897  0.07
130 P -3.91512 -0.45549 -0.38356  1.14
131 H -3.75643 -3.59643 -3.99105  0.08
132 C 1.60666 -4.13315 -1.53937  -0.11
133 C 5.40576 1.62624 -6.31728  -0.06
134 H 0.80386 5.60404 3.58386  0.12
135 H 4.65332 3.20926 -0.79605  0.10
136 H -2.40502 3.07564 -3.24141  0.05
137 C -0.61359 3.90639 2.04278  -0.11
138 H 3.07441 -3.53921 -6.86202  0.11
139 C 4.00231 -1.34480 5.03753  -0.02
140 C -2.45749 -7.02555 0.23916  -0.05
141 H 7.92565 2.67335 -4.31859  0.11
142 H 4.98051 -1.52122 -3.61940  0.13
143 H -6.94478 -2.07703 -1.93809  0.08
144 H 0.70589 -2.62784 1.37823  0.09
145 H -2.38601 8.29816 4.46897  0.11
146 H -2.34700 -0.75860 5.08467  0.12
147 C 0.73120 -3.73787 -2.72488  -0.53
148 H -5.32143 -1.79808 -2.58316  0.06
149 C 5.70034 -0.02467 3.95991  -0.04
150 C -1.58471 2.41793 -3.51956  -0.14
151 O 0.26215 2.50498 -1.48594  -0.51
152 H 4.53597 -2.18371 6.92546  0.11
153 C -0.99762 2.61088 2.32903  -0.14
154 H -6.36478 -0.42835 -2.16844  0.06
155 N -1.37290 -1.37817 0.64484  -0.11
156 H 0.87396 3.03800 -5.06325  0.07
157 H 2.27444 -6.49351 2.42728  0.11
158 C 0.37844 -4.91337 -3.63374  -0.10
159 H -5.59885 1.51756 1.33885  0.04
160 C 1.49605 -3.26646 1.76997  -0.02
161 C -4.03303 -0.59825 3.78350  -0.29
162 C 4.80175 1.39504 -3.99741  -0.17
163 H -3.28051 2.58487 0.52582  0.04
164 H -2.53317 1.78236 -0.83936  0.03
165 H -5.99580 -0.23223 4.58865  0.08
166 C 6.14121 -1.03699 6.08749  -0.07
167 C -1.58235 -2.74305 0.56073  -0.37
168 H -1.27252 -5.39091 -1.57287  0.08
169 H -2.94219 -4.45242 -2.68713  0.06
170 H -3.47328 -7.20837 0.58652  0.08
171 C -1.99396 2.44154 3.40546  -0.17
172 H -4.57189 3.12749 6.20657  0.11
173 H 1.32495 -3.05586 -3.32796  0.04
174 C -3.85098 2.90815 5.43149  -0.08
175 P -0.58928 -2.59450 -2.02438  1.09
176 H -2.41390 -3.02089 2.54144  0.10
177 N 2.06700 0.18967 -1.85425  0.01
178 C -0.69109 7.04465 4.09369  -0.07

(2)
Formula: C40H44Cl6N7O2V
Source: the OMol25 dataset
Level of theory: ωB97M-V/def2-TZVPD

Properties
- Energy relative to the best compared isomer or geometry (same formula, charge and spin): 3.5 kcal per mole
- Highest occupied orbital energy (alpha / beta): -10.914 / -10.913 eV
- Spin multiplicity: 2
- LUMO (alpha / beta): -0.130 / -0.120 Ha
- Expectation value of S²: 0.79
- Net charge: +1
- Kohn-Sham gap (alpha / beta): 7.37 / 7.65 eV

Each line ends with the Löwdin spin population.
Cartesian coordinates (Å):
1 O -2.96371 0.53761 1.68893  -0.23
2 C 5.58275 2.73314 0.83217  0.00
3 H 7.62835 -3.51847 -2.52767  0.00
4 N -2.80902 -2.01777 0.70824  0.00
5 H -4.78791 -1.98950 1.36990  0.00
6 H 3.82995 2.93769 -0.41345  0.00
7 H -0.83127 3.59370 -0.39488  0.00
8 H -1.93755 1.17767 -1.60014  0.00
9 O -0.55712 0.19855 0.47687  0.03
10 C -1.98855 -2.72324 -0.11065  0.00
11 C -2.50452 3.99028 2.45380  0.00
12 C -2.35645 -3.73196 -0.96650  0.00
13 Cl 0.99482 2.80138 -4.43854  0.00
14 H 1.31729 -0.76539 1.64570  0.00
15 C -4.72647 0.23215 -2.34399  0.00
16 C -7.14275 1.22403 -2.91685  0.00
17 H -1.59187 -0.45383 -2.20163  0.00
18 Cl -1.80092 -2.23963 -4.59942  0.00
19 C 5.35647 1.03722 2.50529  0.00
20 H 2.53069 1.25594 0.96776  0.00
21 N -3.97430 3.25453 0.67741  0.00
22 C -0.08371 0.44578 -0.81071  0.00
23 C -3.70553 -4.04484 -1.08372  0.00
24 N -4.81734 1.54822 -2.47922  0.00
25 H -4.64832 3.59555 2.57518  0.00
26 N 4.53561 -2.70937 -1.52664  0.00
27 C 0.49992 -4.17472 3.15536  0.00
28 Cl -2.59863 0.31845 -5.70423  0.00
29 C 4.82035 -1.91643 -0.48633  0.00
30 H 2.40980 -4.83749 2.67012  0.00
31 C 6.12595 -1.63855 -0.12918  0.00
32 N -0.12702 -1.93794 2.54231  0.00
33 H 0.27523 1.48674 -0.79445  0.00
34 H -3.03993 2.99077 -1.17185  0.00
35 H 0.85135 -1.51533 -1.13972  0.00
36 C -2.92003 3.36718 -0.16306  0.00
37 H 8.16901 -2.06036 -0.49365  0.00
38 C 3.55467 1.53045 1.18737  0.00
39 H 0.34285 -5.11444 3.66503  0.00
40 C 5.53588 -3.29444 -2.18805  0.00
41 H 5.76624 0.36771 3.25133  0.00
42 C -1.14293 0.49846 -1.90391  0.00
43 H -2.42170 0.88342 4.85394  0.00
44 H -1.41652 -3.37367 3.41106  0.00
45 H 6.33623 -0.94421 0.67463  0.00
46 H 7.20062 2.04119 1.97617  0.00
47 C -4.09483 -2.41724 0.65654  0.00
48 H -7.91895 -0.74269 -2.82372  0.00
49 H 3.97242 -1.44153 -0.01075  0.00
50 H -0.41608 4.11407 1.98240  0.00
51 C 6.12636 1.97328 1.85104  0.00
52 C -5.78837 -0.66485 -2.36903  0.00
53 H 0.98680 3.18446 6.00834  0.00
54 Cl 3.07187 1.80731 -6.20891  0.00
55 N -0.92458 0.97233 3.43571  0.00
56 C 1.11885 -1.73365 2.07785  0.00
57 H -5.57173 -1.71053 -2.21573  0.00
58 C 0.99404 2.32027 4.05866  0.00
59 Cl 0.23000 -0.45795 -5.54360  0.00
60 Cl 3.81786 3.23873 -3.80743  0.00
61 C -4.56809 -3.37421 -0.22223  0.00
62 H 6.18505 3.32649 0.15737  0.00
63 H 3.00589 -2.56803 1.56586  0.00
64 C -7.04189 -0.12705 -2.66328  0.00
65 H -1.47539 -1.48627 -6.78513  0.00
66 H 1.92206 2.77357 3.74355  0.00
67 H 0.68322 1.34185 2.20714  0.00
68 H -4.05241 -4.82066 -1.75072  0.00
69 H -2.30542 4.19807 3.49943  0.00
70 C -1.65455 3.59793 0.31144  0.00
71 C -1.42412 3.94102 1.62930  0.00
72 C 2.64824 2.12922 -4.53297  0.00
73 H 2.68436 1.21985 -3.94686  0.00
74 C 7.14969 -2.28268 -0.78866  0.00
75 C -3.77393 3.66111 1.93913  0.00
76 H 5.32285 -4.03906 -2.94474  0.00
77 H 1.60068 -0.22242 -2.11201  0.00
78 H -3.71784 -0.16826 -2.29861  0.00
79 N 4.05271 0.85543 2.23896  0.00
80 C 0.43832 2.57472 5.30140  0.00
81 H -8.08112 1.68948 -3.18688  0.00
82 H 1.86943 -0.31797 -0.38875  0.00
83 C -0.83156 2.06834 5.59295  0.00
84 H -0.95816 -2.40228 -0.00003  0.00
85 C 6.88007 -3.04264 -1.91008  0.00
86 H -1.59686 -4.16690 -1.60081  0.00
87 H -0.67663 0.87751 -2.81786  0.00
88 C 1.11313 -0.45429 -1.16440  0.00
89 C -6.03500 2.03887 -2.71810  0.00
90 C -1.45252 1.31727 4.62209  0.00
91 H -5.61110 -3.65910 -0.21983  0.00
92 C 0.28272 1.51681 3.20155  0.00
93 C -0.41477 -3.13997 3.06333  0.00
94 C 2.06802 -2.73945 2.07384  0.00
95 C 4.26567 2.48357 0.46640  0.00
96 H -6.15175 3.11161 -2.80699  0.00
97 H -1.22267 2.30879 6.56956  0.00
98 C -1.41722 -1.00745 -5.81659  0.00
99 V -1.86147 -0.54345 2.04216  1.18
100 C 1.77874 -3.95759 2.65857  0.00

(3)
Formula: C4H11NO
Source: the OMol25 dataset
Level of theory: ωB97M-V/def2-TZVPD

Properties
- Energy relative to the best compared isomer or geometry (same formula, charge and spin): 76.6 kcal per mole
- Highest occupied orbital energy: -8.298 eV
- LUMO: 0.012 Ha
- Kohn-Sham gap: 8.62 eV

Each line ends with the natural charge from an NBO analysis.
Cartesian coordinates (Å):
1 H -1.83288 -1.26802 0.37273  0.47
2 H -3.37518 -0.50966 0.09574  0.39
3 H 0.28166 2.26571 0.96674  0.21
4 H 1.11584 1.85051 -0.54250  0.19
5 H -2.45820 0.32529 -1.90519  0.19
6 O -0.51928 -0.16386 0.20546  -0.88
7 C 0.72089 0.15600 0.74319  0.11
8 H 1.88353 -0.58380 -0.92378  0.19
9 H 2.79276 -0.55717 0.59969  0.20
10 N -2.60498 -1.02196 -0.31586  -0.73
11 C 1.05779 1.63670 0.52825  -0.62
12 H 1.55162 -1.79866 0.31111  0.20
13 C -1.98326 -0.46919 -1.33768  0.16
14 H 0.68888 -0.02121 1.83515  0.14
15 H -1.14808 -0.99615 -1.77005  0.22
16 H 2.01592 1.90560 0.98194  0.20
17 C 1.81296 -0.75011 0.15505  -0.63